{
  "formula": "C4H9NO2",
  "method": "ωB97M-V/def2-TZVPD",
  "species": ["C", "C", "N", "C", "O", "O", "C", "H", "H", "H", "H", "H", "H", "H", "H", "H"],
  "xyz": [[-2.37015, 0.70157, 0.76543], [-1.65717, -0.58488, 0.32702], [-0.51045, -0.37075, -0.60010], [0.67161, 0.18136, -0.08688], [0.82436, 0.38475, 1.09495], [1.66810, 0.39036, -1.00454], [2.89243, -0.32284, -0.74497], [-2.89890, 1.20202, -0.05976], [-3.12146, 0.50008, 1.53990], [-1.63370, 1.39226, 1.18010], [-1.25569, -1.12954, 1.17612], [-2.38250, -1.24402, -0.18256], [-0.96796, 0.05198, -1.37768], [3.65052, 0.03802, -1.44783], [3.26156, -0.19445, 0.27906], [2.71509, -1.38542, -0.93907]],
  "forces_ev_per_angstrom": [[0.1440, 0.0193, 0.0475], [0.2350, -0.0362, 0.1822], [-0.6919, 0.2610, 0.7621], [-0.3003, -0.1681, 0.5067], [0.1510, -0.3238, -0.3485], [-0.6037, -0.2023, -0.0866], [0.0319, -0.1162, 0.0228], [0.2466, -0.2088, 0.0794], [0.2058, -0.0770, -0.1532], [-0.1151, 0.0167, 0.0121], [-0.1472, 0.0485, 0.2107], [0.4941, 0.1754, 0.0648], [0.9316, 0.3312, -1.3257], [-0.3637, 0.0677, 0.1346], [-0.2991, 0.1447, -0.1747], [0.0809, 0.0678, 0.0656]],
  "nbo_charge": [-0.63, -0.22, -0.65, 0.89, -0.61, -0.54, -0.25, 0.20, 0.22, 0.23, 0.21, 0.19, 0.39, 0.20, 0.20, 0.18],
  "multiplicity": 1,
  "charge": 0,
  "gap_ev": 10.9
}

---

{
  "formula": "C4H9NO2",
  "method": "ωB97M-V/def2-TZVPD",
  "species": ["C", "C", "C", "O", "N", "C", "O", "H", "H", "H", "H", "H", "H", "H", "H", "H"],
  "xyz": [[0.34312, -0.93654, -1.54973], [0.28330, -0.32891, -0.14920], [1.18090, 0.88096, 0.03003], [1.40228, 1.18107, 1.38045], [-1.09055, 0.02654, 0.14343], [-1.68623, -0.01752, 1.36583], [-1.19314, 0.29304, 2.43568], [-0.36393, -1.76653, -1.66259], [1.34717, -1.31733, -1.75501], [0.10490, -0.19006, -2.31728], [0.57750, -1.09381, 0.58550], [2.15195, 0.67421, -0.42025], [0.71267, 1.71745, -0.52358], [0.56116, 1.07928, 1.86113], [-1.68936, 0.31854, -0.61289], [-2.64173, -0.52042, 1.18847]],
  "forces_ev_per_angstrom": [[0.0848, 0.0481, -0.0846], [0.2046, 0.0475, -0.0234], [0.2240, -0.0655, -0.3987], [-0.1570, 0.1447, 0.1502], [0.0250, 0.1304, -0.0978], [0.2342, -0.2378, 0.0159], [-0.1700, -0.5675, -0.7139], [0.1213, 0.1682, 0.1355], [-0.1092, 0.0762, 0.0208], [0.0419, -0.0342, 0.1083], [-0.0261, 0.2199, -0.1074], [0.1231, 0.1021, 0.0134], [0.2070, -0.0897, 0.1523], [0.1300, 0.0168, 0.0296], [-0.0351, -0.5410, -0.1620], [-0.8984, 0.5819, 0.9619]],
  "nbo_charge": [-0.61, -0.08, -0.06, -0.73, -0.66, 0.55, -0.59, 0.22, 0.22, 0.20, 0.21, 0.17, 0.15, 0.49, 0.40, 0.11],
  "multiplicity": 1,
  "charge": 0,
  "gap_ev": 10.6
}

---

{
  "formula": "C4H9NO2",
  "method": "ωB97M-V/def2-TZVPD",
  "species": ["C", "C", "C", "O", "N", "C", "O", "H", "H", "H", "H", "H", "H", "H", "H", "H"],
  "xyz": [[-1.22129, 1.33169, -0.29927], [-0.21187, 0.36791, 0.31353], [-0.90752, -0.98899, 0.15077], [-0.42130, -2.02897, 0.93266], [1.06448, 0.44216, -0.40665], [2.13567, -0.32676, -0.12271], [2.15924, -1.23898, 0.69217], [-0.80324, 2.19656, -0.81654], [-1.89661, 1.69060, 0.48264], [-1.76863, 0.74735, -1.05398], [-0.01257, 0.56187, 1.37704], [-1.96279, -0.86158, 0.42230], [-0.92897, -1.13705, -0.95814], [0.54017, -1.90285, 1.03865], [1.20309, 1.21443, -1.04193], [3.03212, -0.06741, -0.71051]],
  "forces_ev_per_angstrom": [[-0.0284, 0.1295, -0.1043], [-0.1516, -0.0655, 0.0537], [-0.2339, 0.2046, -0.1695], [0.1533, -0.2166, -0.0618], [0.1031, -0.0865, -0.0137], [0.0387, -0.0819, 0.0964], [-0.0116, 0.3261, -0.2364], [0.1945, 0.0424, 0.1986], [-0.0433, -0.0930, -0.3058], [-0.1486, 0.4976, 0.1632], [-0.1328, 0.0231, -0.2007], [0.1309, 0.0712, 0.0938], [0.2948, -0.5316, 0.5094], [-0.0608, -0.1192, -0.1256], [-0.0017, -0.1466, 0.0576], [-0.1025, 0.0465, 0.0451]],
  "nbo_charge": [-0.61, -0.09, -0.05, -0.73, -0.61, 0.54, -0.64, 0.21, 0.23, 0.21, 0.21, 0.18, 0.15, 0.50, 0.40, 0.12],
  "multiplicity": 1,
  "charge": 0,
  "gap_ev": 10.6
}

---

{
  "formula": "C4H9NO2",
  "method": "ωB97M-V/def2-TZVPD",
  "species": ["C", "C", "O", "C", "N", "C", "O", "H", "H", "H", "H", "H", "H", "H", "H", "H"],
  "xyz": [[1.31601, -0.01269, -1.95371], [0.49675, 0.53283, -0.66853], [-0.74664, 0.99890, -1.21756], [0.37845, -0.31920, 0.55517], [0.02150, -1.78362, 0.01260], [-0.88196, 0.04164, 1.47324], [-0.90613, 0.82465, 2.45377], [1.33683, 0.79391, -2.71450], [2.45222, -0.03015, -1.43565], [1.07017, -1.02728, -2.22602], [1.06381, 1.40369, -0.38736], [-1.38674, 0.29468, -1.34948], [1.22481, -0.39016, 1.14836], [0.56441, -2.44025, 0.61728], [0.63442, -1.95974, -0.87204], [-1.74384, -0.20320, 0.80446]],
  "forces_ev_per_angstrom": [[3.1798, 1.1870, 4.1881], [0.0682, 0.5368, -2.8944], [-0.0660, 0.4754, 0.8159], [-2.9420, -3.5586, -0.5586], [2.8121, 0.2655, -0.3056], [0.8173, 3.8206, -0.1543], [0.2598, -3.4519, -3.1374], [-0.3053, -0.9171, 0.3537], [-2.5570, -0.2789, -1.8209], [-0.1568, 0.1922, -0.7451], [-0.1876, 0.7240, 0.1099], [0.2365, -0.3480, 0.0297], [1.9113, 0.2787, 0.8819], [-1.0485, 0.5593, -0.0322], [-1.6624, 0.7776, 1.8939], [-0.3595, -0.2626, 1.3755]],
  "nbo_charge": [-0.61, 0.09, -0.73, -0.18, -0.85, 0.45, -0.50, 0.24, 0.19, 0.20, 0.19, 0.47, 0.21, 0.36, 0.35, 0.12],
  "multiplicity": 1,
  "charge": 0,
  "gap_ev": 10.4
}

---

{
  "formula": "C4H9NO2",
  "method": "ωB97M-V/def2-TZVPD",
  "species": ["C", "C", "C", "O", "C", "N", "O", "H", "H", "H", "H", "H", "H", "H", "H", "H"],
  "xyz": [[-2.55828, 0.00043, -0.30202], [-1.11786, 0.49271, -0.41929], [-0.21112, -0.17830, 0.59880], [1.12729, 0.32058, 0.48235], [2.00468, -0.47146, -0.17319], [3.22865, 0.13117, -0.21861], [1.75612, -1.56785, -0.62625], [-2.95309, 0.16030, 0.70854], [-3.21193, 0.53089, -1.00120], [-2.62962, -1.07053, -0.52346], [-0.72926, 0.28491, -1.42372], [-1.07185, 1.57886, -0.27252], [-0.52457, 0.05651, 1.62111], [-0.20046, -1.26311, 0.46354], [3.90500, -0.28170, -0.83905], [3.29148, 1.11907, -0.03314]],
  "forces_ev_per_angstrom": [[-0.0582, -0.0256, 0.0163], [0.0452, 0.0295, -0.0330], [-0.2152, -0.0803, 0.0446], [0.1381, -0.0798, -0.0558], [0.0186, -0.1768, -0.0979], [0.0096, 0.0086, -0.0953], [0.0662, 0.3859, 0.1422], [0.0615, -0.0147, -0.1421], [0.0947, -0.0861, 0.0975], [0.0188, 0.1529, 0.0415], [-0.0452, 0.0249, 0.1291], [-0.0081, -0.1469, -0.0250], [0.0177, -0.0299, -0.1416], [-0.0193, 0.1465, 0.0343], [-0.0913, 0.0390, 0.0759], [-0.0330, -0.1471, 0.0092]],
  "nbo_charge": [-0.61, -0.42, -0.07, -0.53, 0.88, -0.84, -0.65, 0.20, 0.22, 0.21, 0.21, 0.20, 0.18, 0.21, 0.40, 0.40],
  "multiplicity": 1,
  "charge": 0,
  "gap_ev": 11.3
}

---

{
  "formula": "C4H9NO2",
  "method": "ωB97M-V/def2-TZVPD",
  "species": ["N", "C", "O", "C", "C", "C", "O", "H", "H", "H", "H", "H", "H", "H", "H", "H"],
  "xyz": [[2.22424, -1.80307, 1.76774], [1.31885, -0.95774, 1.27113], [0.07574, -1.39334, 1.43282], [0.52576, 1.21647, -0.17290], [-0.79885, 1.04757, -0.14976], [-1.51075, 0.40037, -1.30395], [-1.59768, 1.38707, -2.32987], [2.04462, -2.68882, 2.24462], [3.17099, -1.44872, 1.73936], [1.02410, 1.80971, 0.58472], [1.12191, 0.84313, -1.00241], [-0.46471, -0.67314, 1.00977], [-1.40001, 1.63425, 0.54842], [-0.95881, -0.48045, -1.69349], [-2.52377, 0.06946, -0.99995], [-2.25165, 1.03725, -2.94625]],
  "forces_ev_per_angstrom": [[-0.1283, 0.2936, -0.0198], [0.4387, -0.3147, 0.2981], [0.0871, 0.4394, -0.3305], [-0.3775, 0.1792, -0.0273], [0.0916, 0.4362, -0.3493], [0.0198, -0.2370, 0.2945], [-0.5229, -0.2549, -0.2745], [-0.0968, 0.3166, -0.1451], [-0.2423, -0.4260, 0.0490], [0.0526, -0.0841, -0.1618], [-0.0001, -0.1124, 0.3255], [0.2442, -0.5300, 0.3132], [0.0851, -0.4056, 0.0487], [-0.1387, 0.3124, 0.3332], [0.3891, 0.0816, -0.1318], [0.0985, 0.3057, -0.2222]],
  "nbo_charge": [-0.82, 0.29, -0.71, -0.28, -0.36, -0.10, -0.71, 0.38, 0.40, 0.21, 0.20, 0.51, 0.21, 0.16, 0.16, 0.46],
  "multiplicity": 1,
  "charge": 0,
  "gap_ev": 9.3
}

---

{
  "formula": "C4H9NO2",
  "method": "ωB97M-V/def2-TZVPD",
  "species": ["C", "C", "C", "O", "H", "H", "H", "H", "H", "H", "N", "C", "O", "H", "H", "H"],
  "xyz": [[-1.48492, -1.45515, -0.82071], [-0.67722, -1.17603, 0.19669], [0.73708, -1.65786, 0.32888], [-1.08710, -0.29607, 1.18346], [-1.19798, -2.26597, -1.47975], [-2.51039, -1.11879, -0.87301], [0.89435, -2.50174, -0.33873], [1.37790, -0.83961, -0.00539], [0.99126, -1.92769, 1.35136], [-0.43812, 0.41424, 1.22612], [0.52093, 2.35251, 0.55685], [0.54597, 1.83128, -0.71135], [1.45349, 1.17165, -1.14164], [1.41835, 2.41604, 1.02503], [-0.16192, 3.05518, 0.77885], [-0.38169, 1.99804, -1.27667]],
  "forces_ev_per_angstrom": [[-0.0802, -0.9704, 0.4037], [-0.0545, 0.4081, -0.0606], [-0.3040, 0.1409, -0.3554], [-0.1504, -0.1144, -0.2392], [0.0307, 0.2224, -0.1773], [0.0904, 0.2989, 0.0327], [0.1300, -0.0452, 0.0449], [0.2418, -0.0885, 0.1105], [-0.0847, -0.0324, 0.0524], [0.1590, 0.1273, 0.2626], [0.3169, -0.0168, -0.0189], [-0.3315, -0.0522, 0.1506], [0.3854, -0.0133, -0.1713], [-0.2216, -0.0217, -0.0418], [-0.0639, 0.0625, 0.0182], [-0.0635, 0.0947, -0.0112]],
  "nbo_charge": [-0.50, 0.33, -0.69, -0.72, 0.20, 0.21, 0.22, 0.24, 0.22, 0.48, -0.85, 0.52, -0.59, 0.40, 0.40, 0.12],
  "multiplicity": 1,
  "charge": 0,
  "gap_ev": 9.6
}

---

{
  "formula": "C4H9NO2",
  "method": "ωB97M-V/def2-TZVPD",
  "species": ["N", "C", "O", "C", "C", "C", "O", "H", "H", "H", "H", "H", "H", "H", "H", "H"],
  "xyz": [[-1.37770, -0.90900, 1.92976], [-1.15913, -0.25325, 0.76449], [-1.25010, 0.96309, 0.76436], [-0.71994, -0.89939, -0.49432], [0.04884, 0.74573, -1.11768], [1.50897, 0.64734, -0.81288], [1.73548, 0.81023, 0.57924], [-1.46526, -0.28896, 2.72101], [-1.51799, -1.89455, 2.03676], [-0.31976, -1.95622, -0.34423], [-1.52261, -1.02198, -1.22309], [-0.20993, 0.61459, -2.15287], [-0.27611, 1.79457, -0.86551], [1.80449, -0.34743, -1.14851], [2.06157, 1.41647, -1.37603], [2.65917, 0.57875, 0.73950]],
  "forces_ev_per_angstrom": [[0.0792, -0.2128, 0.1801], [-0.5116, 0.8372, 0.4342], [-1.0840, 0.1183, 1.5245], [0.1351, 1.7160, -0.3641], [0.2703, -1.5377, -0.5838], [0.1164, -0.3074, -0.6981], [0.1916, -0.1881, 0.0136], [-0.2192, -0.3063, -0.0150], [0.1645, -0.0745, -0.0774], [0.6235, 1.7119, -0.4471], [-0.2504, 0.1877, 0.3009], [0.6132, -0.1061, -0.7046], [-0.4303, -1.8094, 0.3197], [0.5675, -0.0119, 0.0231], [-0.0421, -0.1201, 0.0311], [-0.2238, 0.1032, 0.0630]],
  "nbo_charge": [-0.82, 0.65, -0.64, -0.54, -0.30, -0.10, -0.72, 0.41, 0.39, 0.22, 0.23, 0.19, 0.25, 0.15, 0.16, 0.47],
  "multiplicity": 1,
  "charge": 0,
  "gap_ev": 9.8
}

---

{
  "formula": "C4H9NO2S",
  "method": "ωB97M-V/def2-TZVPD",
  "species": ["C", "C", "C", "S", "N", "C", "O", "O", "H", "H", "H", "H", "H", "H", "H", "H", "H"],
  "xyz": [[-0.29488, 1.86262, 0.96367], [-0.66547, 0.55461, 0.30706], [-1.13658, 0.66774, -1.16523], [-1.97559, -0.81991, -1.79113], [0.31445, -0.49024, 0.53048], [1.63020, -0.27584, 0.87820], [2.31971, 0.69806, 0.94483], [2.09881, -1.51119, 1.18159], [0.50408, 2.36622, 0.41512], [-1.08481, 2.59938, 0.85565], [0.06124, 1.82544, 1.98922], [-1.61648, 0.26963, 0.80660], [-0.20202, 0.80485, -1.72348], [-1.79066, 1.50171, -1.36556], [-2.80150, -0.95657, -0.75098], [-0.03854, -1.39063, 0.77840], [3.02325, -1.71631, 1.40478]],
  "forces_ev_per_angstrom": [[0.7644, 1.4554, -1.1441], [-1.9447, -0.0993, 0.7183], [1.3872, -0.1869, 0.1431], [0.4322, -0.0486, -0.0202], [0.2995, 1.2349, -0.0684], [0.3179, -1.4472, 0.2981], [-0.2633, 0.9031, -0.3857], [-0.1084, -1.9124, 0.2645], [0.2924, -0.2708, -0.0015], [-0.5756, -0.2202, 0.3281], [-0.2929, -0.4030, 0.0737], [0.6181, -0.3617, 0.2056], [-0.3890, -0.0950, -0.4323], [-0.0276, 0.4285, 0.3339], [-0.1646, 0.0394, 0.0878], [0.0663, -0.3509, -0.1471], [-0.4119, 1.3345, -0.2538]],
  "nbo_charge": [-0.63, -0.05, -0.52, -0.03, -0.64, 0.90, -0.62, -0.75, 0.23, 0.21, 0.23, 0.18, 0.23, 0.22, 0.11, 0.42, 0.51],
  "multiplicity": 1,
  "charge": 0,
  "gap_ev": 10.0
}

---

{
  "formula": "C4H9NO2S",
  "method": "ωB97M-V/def2-TZVPD",
  "species": ["C", "C", "C", "C", "N", "O", "O", "S", "H", "H", "H", "H", "H", "H", "H", "H", "H"],
  "xyz": [[-0.69561, -0.71079, -1.30724], [-1.68495, 0.45254, 0.79991], [-0.53786, 0.38692, -0.21873], [0.77494, 0.06070, 0.59911], [1.86607, 0.66752, -0.11627], [2.67889, -0.08590, -0.62600], [1.85279, 1.86539, -0.36917], [0.94567, -1.57644, 1.27176], [-0.60522, -1.73522, -0.84123], [0.14802, -0.86975, -2.14214], [-1.48344, -0.45656, -2.02422], [-1.77680, 1.45851, 1.17701], [-2.64402, 0.14991, 0.33346], [-1.40903, -0.28150, 1.53449], [-0.35269, 1.40231, -0.70937], [0.75187, 0.89846, 1.75468], [2.17135, -1.62607, 0.88395]],
  "forces_ev_per_angstrom": [[2.1394, -0.8660, -1.5798], [-0.2356, -0.6500, -1.6551], [1.3025, 0.3082, -0.9342], [-2.2153, 4.2986, 4.4991], [1.6400, 0.3294, -2.4811], [0.3255, -0.2433, 0.4352], [-0.2799, -0.5841, 0.9368], [-1.0531, -0.1904, 0.1360], [-1.2538, 1.0182, -0.5499], [-0.8816, 1.1203, 2.1326], [-0.6564, -0.5976, 0.8129], [0.0324, 0.1248, 0.4748], [0.4856, 0.2014, 0.2875], [-0.5029, -0.1027, 0.8475], [-0.3538, -1.4332, 0.7303], [-0.0935, -2.3306, -3.6605], [1.6004, -0.4032, -0.4321]],
  "nbo_charge": [-0.67, -0.61, -0.25, -0.23, 0.48, -0.38, -0.37, 0.03, 0.23, 0.23, 0.23, 0.22, 0.22, 0.20, 0.24, 0.24, 0.16],
  "multiplicity": 1,
  "charge": 0,
  "gap_ev": 9.4
}